The following is a quantum chemistry calculation of C19H20N2O5S in the gas phase in a non-equilibrium geometry, from OMol25.

Geometry as ORCA input:
```
! RIJCOSX wB97M-V def2-TZVPD def2/J DEFGRID3
* xyz 0 1
S 1.507 -1.105 1.352
O 2.325 -0.471 2.339
O -0.520 4.538 -4.357
O -2.008 1.011 -1.112
O 1.718 4.703 -4.881
O 2.009 -1.223 0.005
N 0.266 0.788 -1.301
N 0.099 -0.264 1.240
C 0.742 -2.884 3.273
C 0.436 5.240 -5.121
C -2.697 -0.076 1.830
C 0.636 1.782 -2.211
C 1.533 3.683 -3.981
C -0.359 0.622 2.281
C 0.368 -4.980 1.490
C 0.087 -5.149 2.836
C 1.012 -2.725 1.927
C -0.959 0.486 -0.812
C -0.844 -0.661 0.218
C -1.647 0.111 2.921
C 0.278 -4.106 3.730
C 1.988 1.882 -2.527
C -0.304 2.646 -2.786
C 0.834 -3.759 1.029
C 2.460 2.838 -3.420
C 0.177 3.584 -3.665
C -2.195 -1.083 0.800
H 0.067 -4.245 4.779
H 2.684 1.199 -2.064
H -2.087 -2.065 1.268
H -1.461 -0.843 3.420
H 0.915 -2.055 3.941
H 0.458 0.699 2.998
H -1.990 0.830 3.667
H -0.394 -1.510 -0.308
H -2.908 -1.163 -0.021
H 1.077 -3.600 -0.010
H 0.192 5.148 -6.192
H -3.636 -0.429 2.261
H -1.350 2.574 -2.548
H 0.423 6.306 -4.839
H 0.226 -5.798 0.799
H 1.037 0.220 -0.955
H 3.505 2.915 -3.664
H -0.277 -6.101 3.193
H -0.537 1.614 1.846
H -2.886 0.876 1.333
*
```

## Properties
**Highest occupied orbital energy**: -7.582 eV
**E_LUMO**: 0.44 eV
**ΔE to the lowest compared entry with this formula, charge and spin**: 180.2 kJ/mol
**M**: 388.44 g mol⁻¹
**Structure (SMILES)**: O=C(Nc1ccc2c(c1)OCO2)[C@@H]1CCCCN1S(=O)(=O)c1ccccc1
**Gap between HOMO and LUMO**: 0.29494 Eh

=====

The following is a quantum chemistry calculation of a molecular structure, C9H10F3NO3SZr in a non-equilibrium geometry, from OMol25.

Geometry as ORCA input:
```
! RIJCOSX wB97M-V def2-TZVPD def2/J DEFGRID3
* xyz 0 1
Zr -1.154 -0.079 -0.313
S 1.404 -1.992 1.343
F -0.053 -2.843 3.380
F 1.724 -4.099 3.119
F 0.062 -4.268 1.702
O 0.152 -1.481 0.572
O 2.324 -2.661 0.459
O 1.876 -1.006 2.267
N -3.077 -0.444 -0.665
C 0.301 1.359 1.598
C -0.025 0.754 -4.262
C 0.770 -3.401 2.461
C -1.085 1.156 1.909
C 0.393 2.169 0.424
C -0.946 2.426 -0.063
C 1.380 0.381 -2.118
C 0.981 0.618 -3.390
C -1.875 1.839 0.903
H 1.972 1.153 -1.640
H -2.933 1.988 0.920
H -1.206 3.133 -0.824
H 1.127 1.102 2.245
H 0.293 1.060 -5.294
H 1.296 2.599 0.021
H 1.708 -0.589 -1.728
H -1.462 0.725 2.826
H -2.812 -0.232 -1.647
H -1.138 0.630 -4.208
*
```

## Properties
**Highest occupied orbital energy**: -8.583 eV
**E_LUMO**: -1.55 eV
**ΔE to the lowest compared entry with this formula, charge and spin**: 305.5 kJ/mol
**M**: 360.47 g mol⁻¹
**Gap between HOMO and LUMO**: 0.25850 Eh

=====

The following is a quantum chemistry calculation of 2 unconnected molecules or ions with the total composition C4H12N2O in a non-equilibrium geometry, from OMol25.

Geometry as ORCA input:
```
! RIJCOSX wB97M-V def2-TZVPD def2/J DEFGRID3
* xyz 0 1
O 0.270 0.964 1.278
N -0.088 -1.211 1.756
N -0.380 1.547 -1.804
C 0.484 0.456 -2.465
C -1.773 0.115 0.689
C 1.480 -1.405 1.894
C -0.423 -0.122 1.211
H -2.001 0.815 1.404
H 2.055 -0.821 1.230
H -0.204 2.334 -2.526
H -1.849 0.715 -0.166
H -2.652 -0.625 0.460
H 0.427 -0.509 -2.058
H 1.592 0.807 -2.715
H -0.559 -2.077 1.564
H 1.567 -2.513 1.897
H 1.731 -0.825 2.918
H 0.272 2.106 -1.024
H 0.051 0.251 -3.542
*
```

## Properties
**Highest occupied orbital energy**: -9.284 eV
**E_LUMO**: 0.79 eV
**ΔE to the lowest compared entry with this formula, charge and spin**: 338.8 kJ/mol
**M**: 104.15 g mol⁻¹
**Structure (SMILES)**: CNC(C)=O.CN
**Gap between HOMO and LUMO**: 0.37036 Eh